# 1
Here is a structure of composition C34H45BrIN4O6S2SiZr from OMol25. Energies are from wB97M-V/def2-TZVPD.

Cartesian coordinates (Å):
Zr 0.59 0.26 0.99
Br -4.32 2.32 0.42
C -3.60 2.90 -1.23
C -3.41 4.27 -1.40
C -2.86 4.75 -2.57
C -2.50 3.87 -3.58
C -2.71 2.52 -3.42
C -3.26 2.02 -2.25
I -3.54 -0.04 -2.10
H -3.70 4.94 -0.60
H -2.71 5.82 -2.69
H -2.07 4.24 -4.50
H -2.45 1.83 -4.22
C 1.74 -0.07 4.72
Si 0.45 0.89 3.72
C 0.85 2.72 3.96
C -1.21 0.63 4.59
H 1.81 0.34 5.73
H 2.72 0.01 4.24
H 1.48 -1.13 4.80
H 0.98 2.96 5.02
H 0.05 3.36 3.57
H 1.78 2.99 3.44
H -1.13 0.91 5.65
H -1.57 -0.40 4.55
H -1.97 1.28 4.15
C 2.90 -3.41 3.09
C 2.48 -2.62 1.89
C 2.76 -3.18 0.53
O 1.89 -1.56 2.06
H 3.66 -4.15 2.85
H 2.02 -3.93 3.47
H 3.24 -2.74 3.87
H 3.82 -3.42 0.46
H 2.47 -2.49 -0.25
H 2.22 -4.13 0.44
C -4.70 -0.02 3.14
N -3.92 -0.75 2.14
C -4.63 -1.68 1.26
C -2.70 -0.41 1.83
N -1.59 -0.20 1.58
H -5.44 0.62 2.65
H -4.04 0.58 3.75
H -5.21 -0.74 3.77
H -5.30 -1.14 0.59
H -5.20 -2.37 1.87
H -3.91 -2.24 0.67
C 0.11 -1.56 -6.07
C 0.81 -0.55 -5.20
C 2.16 -0.26 -5.37
C 2.79 0.69 -4.58
C 2.07 1.34 -3.59
C 0.72 1.06 -3.39
C 0.10 0.12 -4.20
S 2.80 2.63 -2.63
O 2.14 2.64 -1.35
O 2.86 3.85 -3.37
N 4.35 2.11 -2.51
C 4.73 0.97 -1.67
C 4.47 1.09 -0.17
C 3.09 0.72 0.27
O 2.61 1.21 1.33
O 2.40 -0.14 -0.37
H 0.78 -1.96 -6.83
H -0.75 -1.11 -6.57
H -0.26 -2.40 -5.48
H 2.73 -0.78 -6.13
H 3.83 0.93 -4.73
H 0.17 1.56 -2.60
H -0.95 -0.09 -4.06
H 4.98 2.90 -2.52
H 5.80 0.83 -1.83
H 4.23 0.08 -2.06
H 4.73 2.07 0.23
H 5.13 0.36 0.32
S -1.05 -3.45 -1.84
C -0.34 -1.99 -1.31
N -0.20 -1.85 -0.03
C -0.71 -2.95 0.65
C -0.78 -3.12 2.04
C -1.34 -4.27 2.54
C -1.84 -5.27 1.69
C -1.79 -5.11 0.32
C -1.22 -3.94 -0.19
H -0.02 -1.23 -2.02
H -0.40 -2.35 2.70
H -1.40 -4.42 3.61
H -2.27 -6.16 2.11
H -2.17 -5.88 -0.34
C -0.55 3.67 0.59
C -0.23 2.23 0.54
O -0.55 1.53 -0.45
H -0.59 4.11 -0.40
H 0.15 4.20 1.24
H -1.55 3.74 1.05

Total charge: +1
Highest occupied orbital energy in eV: -9.433
Maximum force in hartree/bohr: 0.015
Spin multiplicity: 1
Gap between HOMO and LUMO in eV: 7.03
Calculated total energy in eV: -163204.132
Energy relative to the best compared isomer or geometry (same formula, charge and spin) in kcal/mol: 24.2

Atomic charges from the Löwdin analysis, expressed in e, are listed below: Zr 1.57; Br 0.79; C -0.73; C -0.14; C -0.06; C -0.06; C -0.16; C -0.73; I 0.98; H 0.11; H 0.12; H 0.12; H 0.09; C -0.24; Si 0.48; C -0.23; C -0.25; H 0.03; H 0.02; H 0.01; H 0.03; H 0.01; H 0.02; H 0.03; H 0.01; H 0.00; C 0.02; C -0.44; C 0.01; O -0.08; H 0.09; H 0.10; H 0.09; H 0.10; H 0.06; H 0.11; C -0.03; N -0.17; C -0.04; C -0.28; N 0.09; H 0.07; H 0.08; H 0.10; H 0.07; H 0.10; H 0.08; C -0.03; C -0.26; C -0.02; C -0.04; C -0.27; C -0.05; C -0.06; S 0.65; O -0.28; O -0.26; N -0.14; C -0.19; C -0.07; C -0.65; O -0.11; O -0.13; H 0.08; H 0.09; H 0.08; H 0.12; H 0.12; H 0.09; H 0.07; H 0.12; H 0.13; H 0.12; H 0.14; H 0.14; S 1.09; C -0.45; N -0.06; C -0.32; C -0.04; C -0.06; C -0.07; C -0.07; C -0.46; H 0.07; H 0.10; H 0.11; H 0.11; H 0.12; C -0.04; C -0.42; O -0.17; H 0.09; H 0.08; H 0.08

# 2
Here is a cluster of 3 separate species, C34H45Cl2F16N3O6S2 in total in a non-equilibrium geometry from OMol25. Energies are from wB97M-V/def2-TZVPD.

Cartesian coordinates (Å):
C 0.52 3.40 -1.46
C -0.82 2.82 -1.86
O -0.65 1.55 -2.47
C -1.48 0.54 -1.94
C -0.97 -0.01 -0.59
C -0.63 -1.51 -0.64
C 0.67 -2.00 -1.36
C 1.33 -0.99 -2.28
C 2.15 0.13 -1.60
C 3.66 -0.06 -1.68
Cl 4.50 1.47 -2.09
C 0.25 -3.27 -2.16
C 1.25 -4.44 -2.19
C 2.70 -4.08 -2.52
S 3.80 -5.35 -1.78
C 5.02 -4.31 -1.05
S 5.81 -3.17 -1.90
N 5.28 -4.53 0.31
C 5.60 -3.57 1.25
C 5.77 -4.26 2.42
N 5.57 -5.61 2.23
C 5.27 -5.74 0.97
C 1.50 -2.42 -0.17
O 2.66 -2.36 0.00
O 0.66 -2.96 0.74
C -0.52 -2.15 0.79
Cl -0.17 -0.93 2.08
C -1.65 -3.08 1.18
C -1.24 -4.24 2.11
N -0.42 -3.86 3.25
C 0.49 -4.93 3.68
C 1.87 -4.83 3.05
C -1.17 -3.40 4.37
C -0.49 -2.32 5.17
O -2.25 -3.81 4.69
H 0.39 4.44 -1.16
H 0.96 2.87 -0.62
H 1.21 3.39 -2.29
H -1.30 3.50 -2.56
H -1.45 2.75 -0.97
H -2.50 0.92 -1.83
H -1.48 -0.26 -2.67
H -1.79 0.07 0.12
H -0.17 0.61 -0.19
H -1.55 -1.93 -1.04
H 2.02 -1.51 -2.95
H 0.59 -0.55 -2.93
H 1.92 1.07 -2.09
H 1.87 0.24 -0.56
H 3.95 -0.80 -2.43
H 4.09 -0.38 -0.74
H 0.00 -2.95 -3.17
H -0.67 -3.69 -1.75
H 1.24 -4.94 -1.23
H 0.91 -5.16 -2.93
H 3.03 -3.15 -2.09
H 2.90 -4.07 -3.59
H 5.68 -2.53 1.05
H 6.03 -3.84 3.38
H 5.03 -6.66 0.47
H -2.00 -3.55 0.26
H -2.51 -2.59 1.61
H -2.13 -4.77 2.43
H -0.67 -4.95 1.51
H 0.61 -4.86 4.76
H 0.04 -5.91 3.50
H 2.59 -5.34 3.68
H 1.92 -5.31 2.07
H 2.18 -3.79 2.97
H 0.53 -2.17 4.85
H -1.04 -1.40 4.99
H -0.55 -2.56 6.23
F -3.79 2.36 2.84
C -4.41 3.38 3.47
F -3.48 4.31 3.80
C -5.10 2.91 4.75
F -4.18 2.48 5.64
F -5.69 4.03 5.26
C -6.23 1.87 4.61
O -5.90 0.52 4.87
C -5.42 -0.30 3.89
F -5.47 0.26 2.67
F -6.20 -1.40 3.86
C -4.00 -0.79 4.22
F -3.16 0.25 4.35
F -3.56 -1.56 3.20
H -5.13 3.84 2.79
H -6.93 2.12 5.41
H -6.77 1.98 3.67
H -4.00 -1.38 5.14
F -0.40 7.16 -2.97
C -0.70 8.41 -3.36
F -1.97 8.68 -3.00
C -0.58 8.56 -4.88
F -1.50 7.79 -5.49
F -0.89 9.87 -5.13
C 0.80 8.34 -5.52
O 1.05 7.08 -6.10
C 1.54 6.03 -5.38
F 1.91 6.40 -4.14
F 2.64 5.58 -6.01
C 0.55 4.86 -5.34
F -0.63 5.25 -4.80
F 1.06 3.88 -4.57
H -0.04 9.12 -2.85
H 0.83 9.03 -6.36
H 1.61 8.63 -4.84
H 0.37 4.48 -6.35

Highest occupied orbital energy in eV: -8.795
Maximum force in hartree/bohr: 0.029
SMILES: CCOCC[C@H]1[C@](CCCCl)(CCCSC(=S)n2ccnc2)C(=O)O[C@]1(Cl)CCN(CC)C(C)=O.FC(F)C(F)(F)COC(F)(F)C(F)F.FC(F)C(F)(F)COC(F)(F)C(F)F
Spin multiplicity: 1
Gap between HOMO and LUMO in eV: 8.14
Calculated total energy in eV: -142938.046

Here are the Löwdin charges for atoms 1 to 99, given in e: C -0.07; C -0.26; O -0.16; C -0.20; C -0.15; C -0.19; C -0.28; C -0.09; C -0.23; C -0.59; Cl 0.55; C -0.10; C -0.23; C -0.45; S 0.91; C -1.05; S 0.75; N -0.15; C -0.08; C -0.14; N 0.07; C -0.17; C -0.45; O 0.17; O 0.00; C -0.64; Cl 0.80; C -0.12; C -0.16; N -0.10; C -0.21; C -0.07; C -0.51; C -0.01; O 0.10; H 0.08; H 0.07; H 0.06; H 0.11; H 0.12; H 0.12; H 0.12; H 0.11; H 0.09; H 0.14; H 0.11; H 0.11; H 0.07; H 0.11; H 0.04; H 0.05; H 0.13; H 0.11; H 0.09; H 0.11; H 0.01; H 0.08; H 0.11; H 0.10; H 0.11; H 0.12; H 0.10; H 0.13; H 0.12; H 0.12; H 0.12; H 0.07; H 0.07; H 0.07; H 0.07; H 0.06; H 0.09; F 0.09; C -0.31; F 0.10; C -0.44; F 0.14; F 0.10; C -0.04; O 0.06; C -0.55; F 0.15; F 0.15; C -0.28; F 0.09; F 0.08; H 0.17; H 0.15; H 0.15; H 0.18; F 0.09; C -0.30; F 0.10; C -0.44; F 0.14; F 0.10; C -0.04; O 0.05; C -0.55